Density functional theory data (the ωB97M-V functional and the def2-TZVPD basis) for C38H35N8O5S2Zr as an isolated structure.

net charge	+1
Kohn-Sham gap	7.43	eV
lowest unoccupied orbital energy	-3.406	eV
energy relative to the best compared isomer or geometry (same formula, charge and spin)	196.4	kJ/mol

Last column: Löwdin charge in e.
Atoms and positions in Å:
Zr -0.96342 0.28942 -0.14481  1.73
C 0.33651 3.60448 2.21924  -0.04
C -0.70054 4.50722 1.98793  -0.03
C -1.94451 4.01681 1.67134  0.01
C -2.13286 2.63888 1.49002  -0.33
N -1.09681 1.76081 1.63133  -0.01
C 0.08225 2.26295 2.05278  -0.19
N -3.42609 2.24169 1.26896  0.19
C -3.76249 1.06289 0.88713  -0.27
N -2.91138 0.03534 0.55992  -0.04
C -3.60614 -1.14543 0.57676  -0.28
N -3.06294 -2.31356 0.60362  0.19
C -1.72583 -2.50383 0.85974  -0.33
C -1.25168 -3.81800 0.73386  0.01
C 0.04026 -4.11549 1.09263  -0.02
C 0.83833 -3.10554 1.63010  -0.05
C 0.31677 -1.83675 1.72580  -0.17
N -0.92688 -1.50613 1.33187  -0.02
C -5.04268 -0.84571 0.70000  -0.09
C -6.16771 -1.64653 0.72985  0.00
C -7.39664 -1.02172 0.91627  -0.06
C -7.49088 0.35525 1.08123  -0.05
C -6.35545 1.15807 1.08635  0.01
C -5.13753 0.54085 0.88800  -0.08
H 1.31193 3.94237 2.53503  0.11
H -0.54055 5.57148 2.08399  0.12
H -2.79809 4.66405 1.54319  0.12
H 0.84039 1.53230 2.30125  0.06
H -1.92832 -4.56528 0.34771  0.12
H 0.42408 -5.12059 0.98750  0.12
H 1.83919 -3.32415 1.97492  0.11
H 0.88313 -1.02722 2.17467  0.09
H -6.09094 -2.71942 0.62174  0.12
H -8.29867 -1.61644 0.94869  0.11
H -8.46145 0.80961 1.22401  0.11
H -6.41512 2.22448 1.24700  0.12
C -6.82741 -0.79677 -3.39954  -0.03
C -5.45019 -0.22370 -3.25445  -0.25
C -4.39616 -1.00024 -2.78272  -0.02
C -3.12708 -0.46386 -2.60915  -0.07
C -2.90685 0.86975 -2.92363  -0.26
C -3.93482 1.65159 -3.43431  -0.04
C -5.19282 1.10169 -3.60035  -0.01
S -1.45180 1.78909 -2.40825  0.64
O -1.80106 2.05575 -0.96776  -0.43
O -1.32571 2.94777 -3.22801  -0.24
N -0.16004 0.94188 -2.10911  -0.35
C 0.41456 -0.09690 -2.94913  -0.14
C 0.57085 -1.26916 -1.96161  -0.64
O 1.54573 -1.97060 -1.87932  0.09
O -0.47771 -1.34706 -1.16785  -0.26
H -6.85656 -1.83546 -3.07877  0.08
H -7.15894 -0.74423 -4.43683  0.09
H -7.53990 -0.22391 -2.80545  0.09
H -4.56240 -2.04331 -2.54667  0.12
H -2.32481 -1.11533 -2.28881  0.09
H -3.73391 2.68483 -3.68259  0.12
H -5.98676 1.71507 -4.00473  0.13
H 1.38250 0.19203 -3.35851  0.13
H -0.24753 -0.38484 -3.77355  0.13
C 6.87984 -1.99190 -2.03457  -0.10
C 5.53422 -1.48728 -1.52494  -0.23
C 5.69720 -0.15109 -0.79531  -0.16
N 4.41354 0.48714 -0.50944  0.05
C 3.43618 0.03431 0.26005  -0.72
S 1.88127 0.66471 0.04004  0.79
N 3.67076 -0.92612 1.20745  0.13
C 4.72240 -1.13308 2.12261  -0.40
O 4.80487 -2.21307 2.65028  0.13
C 5.59369 0.01706 2.46557  -0.17
C 5.10676 1.32190 2.51917  -0.03
C 5.93594 2.35044 2.93268  -0.06
C 7.25063 2.08813 3.28874  -0.06
C 7.73625 0.78849 3.24620  -0.05
C 6.90828 -0.24608 2.85105  -0.02
H 6.75556 -2.94256 -2.54853  0.08
H 7.57855 -2.13846 -1.21092  0.08
H 7.32075 -1.28250 -2.73458  0.08
H 5.09801 -2.22363 -0.84742  0.11
H 4.84026 -1.36087 -2.35846  0.11
H 6.25960 0.54494 -1.41739  0.13
H 6.25972 -0.29409 0.12473  0.11
H 4.10426 1.18382 -1.17228  0.13
H 2.93550 -1.61529 1.29956  0.11
H 4.07544 1.53136 2.26524  0.10
H 5.55413 3.36060 2.98588  0.11
H 7.89277 2.89516 3.61265  0.11
H 8.75826 0.58311 3.53134  0.11
H 7.26697 -1.26636 2.83203  0.13